C37H49BBrIN2NiO2 as an isolated structure. Source: OMol25; level of theory: ωB97M-V/def2-TZVPD.

Summary:
Charge: 0
Frontier orbital gap (spin up / spin down) in eV: 7.08 / 6.88
E_tot in eV: -166104.3631
LUMO level (spin up / spin down) in eV: 0.10 / 0.11
Relative energy (zero: lowest compared OMol25 entry of this formula, charge and spin) in kcal/mol: 13.01

```
94
C37H49BBrIN2NiO2 ωB97M-V/def2-TZVPD
Ni -1.09 -1.08 0.32
C -1.14 -1.10 2.49
C -2.39 -0.42 2.20
C -3.17 -1.33 1.45
C -2.37 -2.53 1.30
C -1.18 -2.43 2.03
C -0.26 -3.59 2.40
C -1.00 -4.92 2.20
C 0.13 -3.46 3.87
C 1.03 -3.65 1.56
C -4.67 -1.49 1.09
C -5.15 -2.82 1.72
C -5.64 -0.44 1.63
C -4.88 -1.59 -0.41
C -2.65 1.02 2.69
C -1.43 1.58 3.44
C -2.90 1.96 1.51
C -3.79 1.10 3.74
H -0.34 -0.67 3.08
H -2.72 -3.41 0.78
H -1.93 -4.95 2.77
H -0.36 -5.75 2.54
H -1.23 -5.09 1.15
H -0.76 -3.42 4.51
H 0.71 -2.55 4.05
H 0.74 -4.31 4.18
H 0.80 -3.68 0.50
H 1.60 -4.54 1.82
H 1.66 -2.78 1.75
H -4.88 -2.87 2.78
H -4.72 -3.69 1.22
H -6.23 -2.90 1.64
H -5.67 -0.45 2.72
H -6.64 -0.70 1.27
H -5.42 0.57 1.29
H -4.23 -2.34 -0.86
H -4.66 -0.63 -0.89
H -5.91 -1.86 -0.63
H -0.55 1.62 2.83
H -1.21 1.00 4.34
H -1.65 2.60 3.75
H -1.98 2.08 0.93
H -3.21 2.95 1.86
H -3.66 1.58 0.82
H -3.91 0.16 4.27
H -4.75 1.36 3.29
H -3.56 1.88 4.47
C 4.99 5.05 -3.80
C 5.50 3.83 -3.02
C 6.83 3.40 -3.63
C 5.73 4.22 -1.56
C 4.46 2.70 -3.07
C 4.81 1.39 -3.37
C 3.89 0.34 -3.36
C 2.60 0.65 -3.02
O 1.51 -0.18 -2.88
B 0.47 0.66 -2.45
O 0.88 2.00 -2.42
C 2.22 1.96 -2.73
C 3.12 2.99 -2.75
H 5.77 5.82 -3.84
H 4.11 5.50 -3.34
H 4.73 4.78 -4.83
H 7.52 4.24 -3.64
H 6.71 3.05 -4.66
H 7.30 2.60 -3.06
H 6.46 5.03 -1.49
H 6.11 3.37 -0.98
H 4.80 4.55 -1.08
H 5.84 1.16 -3.63
H 4.18 -0.68 -3.60
H 2.80 4.00 -2.50
Br 3.27 2.48 1.82
C 2.77 0.90 0.92
C 3.71 0.12 0.28
C 3.26 -1.02 -0.37
C 1.91 -1.30 -0.37
N 1.00 -0.55 0.26
C 1.44 0.54 0.90
H 4.76 0.39 0.29
H 3.95 -1.67 -0.89
H 1.53 -2.18 -0.88
H 0.69 1.14 1.38
I -2.34 -3.72 -2.79
C -2.22 -1.67 -2.46
C -3.17 -0.84 -2.87
C -3.07 0.57 -2.50
C -1.89 1.06 -2.08
N -0.78 0.21 -2.00
C -1.05 -1.22 -1.66
H -4.04 -1.20 -3.40
H -3.92 1.23 -2.58
H -1.72 2.10 -1.87
H -0.16 -1.79 -1.90
```

These are the Löwdin partial charges, in e, on atoms 1 to 5: Ni 0.507; C -0.072; C -0.125; C -0.116; C -0.081

One molecule with the formula C4H10O2. Source: OMol25; level of theory: ωB97M-V/def2-TZVPD.

Summary:
Charge: 0
SMILES string: COC[C@@H](C)O
Frontier orbital gap in eV: 11.03
E_tot in eV: -8404.4701
LUMO level in eV: 0.99
Relative energy (zero: lowest compared OMol25 entry of this formula, charge and spin) in kcal/mol: 24.83

```
16
C4H10O2 ωB97M-V/def2-TZVPD
C 2.46 -0.60 -0.45
O 1.32 -0.34 0.33
C 0.19 0.03 -0.42
C -0.89 0.34 0.61
C -2.24 0.67 -0.01
O -1.02 -0.76 1.49
H 2.27 -1.37 -1.20
H 2.81 0.31 -0.95
H 3.24 -0.95 0.24
H -0.12 -0.80 -1.08
H 0.38 0.91 -1.04
H -0.53 1.22 1.17
H -3.05 0.23 0.58
H -2.34 0.33 -1.04
H -2.37 1.76 0.00
H -0.11 -0.98 1.75
```

These are the natural (NBO) partial charges, in e, on atoms 1 to 5: C -0.242; O -0.559; C -0.081; C 0.079; C -0.631

A 2-piece molecular cluster, C3H12N2O2 overall. Source: OMol25; level of theory: ωB97M-V/def2-TZVPD.

Summary:
Charge: 0
SMILES string: NCCNCO.O
Frontier orbital gap in eV: 9.42
E_tot in eV: -10379.8720
LUMO level in eV: 0.71
Relative energy (zero: lowest compared OMol25 entry of this formula, charge and spin) in kcal/mol: 38.69

```
19
C3H12N2O2 ωB97M-V/def2-TZVPD
N -2.29 -1.46 -1.06
C -1.68 -0.71 0.03
C -0.90 0.55 -0.41
N 0.52 0.41 -0.61
C 0.93 -0.76 -1.34
O 2.29 -0.74 -1.63
H -2.01 -1.07 -1.94
H -1.95 -2.41 -1.05
H -2.42 -0.40 0.77
H -0.99 -1.33 0.61
H -1.03 1.28 0.39
H -1.36 0.86 -1.36
H 1.13 0.56 0.18
H 0.35 -0.83 -2.27
H 0.66 -1.69 -0.81
H 2.66 0.12 -1.40
O 1.97 2.20 3.81
H 2.73 2.76 3.67
H 1.39 2.65 4.42
```

These are the natural (NBO) partial charges, in e, on atoms 1 to 5: N -0.832; C -0.244; C -0.223; N -0.656; C 0.117

A 3-piece molecular cluster, C20H36FIN2O7 overall. Source: OMol25; level of theory: ωB97M-V/def2-TZVPD.

Summary:
Charge: 0
SMILES string: [H]/N=C/C[C@@H](NCCF)[C@H](O[C@H](C)I)[C@H](C)CC.C[C@@H]1COC(=O)O1.C[C@@H]1COC(=O)O1
Frontier orbital gap in eV: 8.89
E_tot in eV: -49454.3267
LUMO level in eV: 0.71

```
67
C20H36FIN2O7 ωB97M-V/def2-TZVPD
H -2.47 4.49 -2.80
N -2.69 3.50 -2.93
C -3.44 3.09 -2.00
C -3.93 1.67 -1.95
C -3.54 0.99 -0.63
N -4.31 -0.22 -0.39
C -5.74 -0.04 -0.22
C -6.27 -0.86 0.95
F -5.57 -2.05 1.09
C -2.03 0.73 -0.59
O -1.54 0.00 -1.72
C -1.85 -1.34 -1.88
C -0.61 -2.07 -2.39
I -3.46 -1.68 -3.36
C -1.53 0.22 0.78
C -1.49 1.41 1.76
C -0.13 -0.40 0.73
C 0.25 -1.08 2.07
H -3.76 3.75 -1.18
H -5.02 1.71 -2.02
H -3.54 1.15 -2.82
H -3.74 1.73 0.16
H -3.92 -0.77 0.36
H -6.27 -0.33 -1.14
H -5.97 1.01 0.00
H -6.18 -0.30 1.89
H -7.32 -1.11 0.80
H -1.57 1.72 -0.72
H -2.26 -1.78 -0.97
H -0.06 -2.54 -1.57
H -0.87 -2.83 -3.12
H 0.02 -1.33 -2.88
H -2.21 -0.52 1.22
H -1.42 1.06 2.79
H -2.36 2.07 1.66
H -0.60 2.01 1.56
H 0.60 0.38 0.52
H -0.05 -1.13 -0.06
H -0.64 -1.42 2.60
H 0.82 -0.43 2.71
H 0.84 -1.97 1.86
C 5.15 2.41 3.59
C 4.14 1.89 4.57
C 4.69 1.08 5.73
O 3.61 0.18 6.02
C 2.88 0.02 4.89
O 2.03 -0.79 4.73
O 3.27 0.92 3.95
H 5.77 3.17 4.05
H 5.79 1.60 3.23
H 4.65 2.84 2.72
H 3.51 2.70 4.95
H 4.93 1.66 6.61
H 5.56 0.48 5.43
C 4.77 -1.48 -5.09
C 4.33 -2.06 -3.77
C 2.95 -2.68 -3.75
O 2.54 -2.48 -2.39
C 3.21 -1.39 -1.92
O 2.96 -0.85 -0.89
O 4.18 -1.03 -2.78
H 4.92 -2.28 -5.82
H 4.01 -0.79 -5.48
H 5.70 -0.93 -4.97
H 5.07 -2.77 -3.39
H 2.93 -3.75 -3.98
H 2.25 -2.15 -4.40
```

These are the natural (NBO) partial charges, in e, on atoms 1 to 5: H 0.331; N -0.605; C 0.144; C -0.495; C -0.048

A 2-piece molecular cluster, C34H39O9S2 overall. Source: OMol25; level of theory: ωB97M-V/def2-TZVPD.

Summary:
Charge: -1
Frontier orbital gap in eV: 4.71
E_tot in eV: -75988.3678
LUMO level in eV: 1.59
Relative energy (zero: lowest compared OMol25 entry of this formula, charge and spin) in kcal/mol: 0.00

```
84
C34H39O9S2 ωB97M-V/def2-TZVPD
C 3.79 -3.33 4.25
C 2.29 -3.28 4.37
O 1.89 -1.97 3.99
C 0.56 -1.75 4.08
C 0.12 -0.37 3.88
C -1.35 -0.07 3.92
C -2.13 -0.98 2.96
C -3.63 -0.72 2.98
C -4.19 -0.85 4.39
C -3.46 0.08 5.35
C -1.95 -0.19 5.34
C 1.02 0.76 3.92
O 0.62 1.93 3.94
O 2.34 0.46 3.94
C 3.20 1.59 4.14
C 4.62 1.08 4.05
O -0.22 -2.68 4.33
H 4.13 -4.32 4.55
H 4.12 -3.15 3.22
H 4.27 -2.59 4.90
H 1.83 -4.02 3.71
H 1.99 -3.48 5.41
H -1.41 0.97 3.60
H -1.72 -0.83 1.95
H -1.91 -2.01 3.28
H -3.82 0.30 2.61
H -4.13 -1.41 2.30
H -5.27 -0.64 4.40
H -4.05 -1.88 4.73
H -3.63 1.12 5.06
H -3.84 -0.04 6.37
H -1.74 -1.21 5.68
H -1.42 0.52 5.98
H 3.01 2.34 3.36
H 3.01 2.02 5.13
H 5.29 1.92 4.25
H 4.82 0.30 4.79
H 4.84 0.69 3.05
C -1.81 6.53 -1.31
O -1.94 5.39 -0.43
C -1.78 4.16 -0.98
C -1.70 3.06 -0.09
C -1.48 1.80 -0.59
C -1.29 1.58 -1.98
C -1.06 0.24 -2.46
C -0.02 -0.15 -3.25
S 0.05 -1.85 -3.76
C -1.43 -2.08 -4.73
C -2.56 -2.66 -4.15
C -3.72 -2.84 -4.90
C -3.74 -2.45 -6.25
C -2.61 -1.86 -6.83
C -1.45 -1.67 -6.07
O 1.13 -2.02 -4.71
O -0.05 -2.68 -2.58
S 1.23 1.05 -3.74
C 2.74 0.11 -3.94
C 3.40 0.11 -5.16
C 4.58 -0.62 -5.30
C 5.10 -1.32 -4.21
C 4.44 -1.29 -2.97
C 3.26 -0.56 -2.84
O 0.86 1.52 -5.06
O 1.49 1.97 -2.66
C -1.38 2.68 -2.85
C -1.64 3.95 -2.38
H -1.91 7.38 -0.63
H -0.82 6.54 -1.81
H -2.60 6.55 -2.07
H -1.78 3.24 0.98
H -1.42 0.93 0.07
H -1.76 -0.54 -2.15
H -2.52 -2.96 -3.11
H -4.59 -3.28 -4.43
H -4.63 -2.60 -6.85
H -2.61 -1.54 -7.87
H -0.57 -1.21 -6.50
H 2.97 0.65 -5.99
H 5.08 -0.63 -6.27
H 6.03 -1.89 -4.32
H 4.83 -1.84 -2.11
H 2.74 -0.52 -1.89
H -1.28 2.55 -3.93
H -1.70 4.78 -3.08
```

These are the Löwdin partial charges, in e, on atoms 1 to 5: C -0.087; C -0.253; O -0.032; C -0.473; C -0.073

A 2-piece molecular cluster, C11H18 overall. Source: OMol25; level of theory: ωB97M-V/def2-TZVPD.

Summary:
Charge: 0
SMILES string: CC(C)(C)C.c1ccccc1
Frontier orbital gap in eV: 9.77
E_tot in eV: -11695.9081
LUMO level in eV: 0.88
Relative energy (zero: lowest compared OMol25 entry of this formula, charge and spin) in kcal/mol: 77.76

```
29
C11H18 ωB97M-V/def2-TZVPD
C 0.97 0.07 1.37
C 1.16 1.13 0.28
C 0.25 2.34 0.57
C 0.81 0.51 -1.09
C 2.63 1.61 0.27
H 1.29 0.42 2.37
H -0.08 -0.23 1.44
H 1.58 -0.81 1.11
H 0.36 3.08 -0.22
H -0.82 2.05 0.65
H 0.52 2.79 1.54
H 0.88 1.26 -1.89
H -0.21 0.11 -1.08
H 1.50 -0.31 -1.32
H 3.35 0.79 0.07
H 2.75 2.37 -0.51
H 2.94 2.08 1.22
C -1.71 -0.42 -1.31
C -1.71 -1.74 -1.77
C -1.69 -2.94 -0.92
C -1.63 -2.74 0.44
C -1.77 -1.40 0.99
C -1.61 -0.35 0.05
H -1.65 0.59 -1.79
H -1.79 -2.10 -2.69
H -1.79 -3.86 -1.54
H -1.58 -3.62 1.14
H -1.33 -1.27 2.04
H -1.62 0.62 0.55
```

These are the natural (NBO) partial charges, in e, on atoms 1 to 5: C -0.614; C -0.053; C -0.602; C -0.618; C -0.601

A 6-piece molecular cluster, C15H35ClN5O9 overall. Source: OMol25; level of theory: ωB97M-V/def2-TZVPD.

Summary:
Charge: 0
2S+1: 2
Frontier orbital gap (spin up / spin down) in eV: 7.45 / 1.81
E_tot in eV: -54512.2845
LUMO level (spin up / spin down) in eV: -0.99 / -6.62

```
65
C15H35ClN5O9 ωB97M-V/def2-TZVPD
Cl -0.03 1.01 1.24
O 0.00 -0.07 2.21
O -1.39 1.23 0.77
O 0.48 2.28 1.74
O 1.01 0.56 0.28
C -1.13 -4.54 -3.43
C -0.75 -3.79 -2.12
O 0.33 -4.07 -1.57
N -1.72 -2.99 -1.65
C -1.66 -2.30 -0.40
H -1.77 -5.42 -3.36
H -0.27 -4.90 -4.00
H -1.69 -3.76 -3.95
H -2.59 -2.91 -2.16
H -2.69 -2.04 -0.13
H -1.05 -1.40 -0.40
H -1.21 -2.88 0.41
C -1.05 5.33 3.40
C -2.38 4.65 3.59
O -3.32 5.35 4.01
N -2.50 3.36 3.28
C -3.69 2.58 3.35
H -0.65 5.43 4.41
H -1.39 6.33 3.11
H -0.42 4.76 2.72
H -1.80 2.92 2.71
H -3.91 2.44 4.41
H -3.47 1.53 3.15
H -4.60 2.98 2.89
C -1.06 1.81 5.77
C 0.27 1.03 6.10
O 0.48 0.72 7.26
N 1.02 0.76 5.09
C 2.09 -0.19 5.22
H -1.55 1.62 4.82
H -0.98 2.90 5.81
H -1.78 1.65 6.57
H 0.65 0.95 4.17
H 2.23 -0.60 6.22
H 3.05 0.31 5.19
H 2.21 -0.99 4.48
C 3.14 -4.85 -4.39
C 3.49 -3.40 -3.85
O 4.53 -2.89 -4.24
N 2.65 -2.77 -3.04
C 2.73 -1.40 -2.49
H 2.30 -4.78 -5.08
H 2.87 -5.40 -3.49
H 3.94 -5.30 -4.97
H 1.77 -3.24 -2.88
H 2.10 -1.17 -1.64
H 2.32 -0.87 -3.35
H 3.75 -1.02 -2.38
C -0.48 0.00 -2.96
C -0.36 0.90 -4.21
O -1.30 1.21 -4.89
N 0.87 1.45 -4.36
C 1.16 2.59 -5.25
H -0.79 -1.00 -3.29
H -1.27 0.21 -2.25
H 0.40 -0.01 -2.32
H 1.43 1.26 -3.54
H 1.36 2.46 -6.31
H 1.86 3.28 -4.78
H 0.21 3.14 -5.25
```

These are the natural (NBO) partial charges, in e, on atoms 1 to 5: Cl 2.484; O -0.864; O -0.835; O -0.856; O -0.901

One molecule with the formula C5H4N2O2. Source: OMol25; level of theory: ωB97M-V/def2-TZVPD.

Summary:
Charge: 0
SMILES string: O=[N+]([O-])c1ccccn1
Frontier orbital gap in eV: 10.00
E_tot in eV: -12321.8387
LUMO level in eV: -0.60
Relative energy (zero: lowest compared OMol25 entry of this formula, charge and spin) in kcal/mol: 74.69

```
13
C5H4N2O2 ωB97M-V/def2-TZVPD
O 0.47 -2.92 -0.64
N 0.43 -2.24 0.39
O 0.52 -2.65 1.52
C 0.18 -0.80 0.22
C 0.10 -0.31 -1.09
C -0.21 1.06 -1.20
C -0.42 1.74 0.02
C -0.18 1.15 1.24
N 0.09 -0.15 1.35
H 0.32 -0.98 -1.91
H -0.33 1.56 -2.18
H -0.72 2.80 0.10
H -0.27 1.72 2.18
```

These are the natural (NBO) partial charges, in e, on atoms 1 to 5: O -0.402; N 0.508; O -0.315; C 0.233; C -0.229

C19H23ClN4PSW as an isolated structure. Source: OMol25; level of theory: ωB97M-V/def2-TZVPD.

Summary:
Charge: +3
2S+1: 3
Frontier orbital gap (spin up / spin down) in eV: 5.27 / 5.37
E_tot in eV: -60482.5566
LUMO level (spin up / spin down) in eV: -11.18 / -11.08
Relative energy (zero: lowest compared OMol25 entry of this formula, charge and spin) in kcal/mol: 0.00

```
50
C19H23ClN4PSW ωB97M-V/def2-TZVPD
W 0.89 -1.10 -0.93
C 4.71 -0.13 0.91
C 3.67 -0.84 0.38
N 2.59 -0.20 -0.14
C 2.56 1.16 -0.17
C 3.58 1.94 0.34
C 4.66 1.26 0.90
C 3.54 3.42 0.34
C 3.22 4.27 -0.63
C 2.86 4.04 -2.04
C 2.88 5.12 -2.91
C 2.58 4.88 -4.25
N 2.28 3.66 -4.69
C 2.29 2.71 -3.78
N 2.55 2.81 -2.47
H 5.56 -0.66 1.33
H 3.67 -1.92 0.38
H 1.70 1.63 -0.63
H 5.48 1.83 1.32
H 3.90 3.85 1.28
H 3.32 5.32 -0.37
H 3.13 6.11 -2.57
H 2.58 5.68 -4.97
H 2.05 1.71 -4.14
Cl 0.01 -0.70 -2.89
S -0.51 -0.58 0.87
C -2.03 -1.52 0.85
N -3.08 -1.00 0.18
C -4.32 -1.53 0.22
C -4.55 -2.66 0.98
C -3.49 -3.22 1.68
C -2.22 -2.64 1.62
H -2.95 -0.14 -0.34
H -5.08 -1.02 -0.34
H -5.54 -3.08 1.01
H -3.66 -4.09 2.30
H -1.40 -3.04 2.20
C 2.94 -3.73 -1.92
P 1.49 -3.48 -0.86
C 0.18 -4.52 -1.53
C 1.84 -4.08 0.82
H 3.43 -4.66 -1.63
H 3.66 -2.91 -1.85
H 2.61 -3.81 -2.96
H 0.51 -5.56 -1.45
H -0.01 -4.29 -2.57
H -0.74 -4.40 -0.95
H 0.95 -4.57 1.20
H 2.12 -3.29 1.51
H 2.65 -4.81 0.77
```

These are the natural (NBO) partial charges, in e, on atoms 1 to 5: W 1.175; C -0.200; C 0.035; N -0.590; C 0.093

Number 1: largest force on an atom 0.8 eV/Å. Number 2: largest force on an atom 0.4 eV/Å. Number 3: largest force on an atom 1.1 eV/Å. Number 4: largest force on an atom 0.6 eV/Å. Number 5: largest force on an atom 2.6 eV/Å. Number 6: largest force on an atom 5.4 eV/Å. Number 7: largest force on an atom 4.6 eV/Å. Number 8: largest force on an atom 1.6 eV/Å. Number 9: largest force on an atom 1.5 eV/Å.